The following is a quantum chemistry calculation of a structure of composition C21H36P2PbS in a non-equilibrium geometry, from the OMol25 dataset.

The geometry in XYZ format:
```
61
Properties=species:S:1:pos:R:3:forces:R:3:nbo_charge:R:1
P 3.41706 -1.21309 0.09862 1.3 0.4 -1.5 1.48
P 0.61206 -3.28393 1.48461 -1.0 -0.3 1.8 1.58
C 3.45737 -2.69441 1.18861 -0.6 -0.3 0.6 -0.73
C 2.31864 -3.74143 1.03601 0.9 0.2 -0.5 -0.76
H 3.57713 -2.37541 2.23727 -0.2 0.0 -0.3 0.27
H 4.42154 -3.18215 0.93163 -0.5 0.3 -0.1 0.30
H 2.34641 -4.19475 0.02909 -0.2 0.3 0.3 0.27
H 2.54152 -4.57778 1.73077 -0.2 0.4 -0.2 0.30
C 0.66925 -3.23747 3.29088 0.1 -0.6 0.0 -0.97
H -0.30791 -2.91545 3.67142 0.3 -0.1 0.0 0.27
H 1.46016 -2.55814 3.63304 -0.3 -0.2 0.0 0.26
H 0.88020 -4.25701 3.62331 0.1 0.2 0.3 0.27
C -0.37576 -4.67853 0.95724 -0.1 -0.2 0.0 -0.99
H -0.23830 -5.46586 1.71478 -0.1 0.1 -0.4 0.28
H -0.01031 -5.03085 -0.01848 -0.3 0.0 0.3 0.28
H -1.44139 -4.40212 0.88523 0.5 -0.2 0.1 0.30
C 4.89664 -0.33454 0.62461 0.1 0.0 0.0 -0.97
H 4.93095 0.66631 0.17221 0.1 -0.3 0.2 0.28
H 5.76767 -0.91865 0.30098 -0.1 0.2 0.2 0.28
H 4.88941 -0.27088 1.71727 0.1 0.2 -0.1 0.27
C 3.80923 -1.95251 -1.52813 0.1 0.1 0.1 -0.96
H 3.13181 -2.79166 -1.75611 0.3 0.4 0.0 0.26
H 4.83943 -2.32710 -1.48629 -0.2 0.0 0.0 0.27
H 3.73150 -1.18441 -2.31371 0.1 -0.4 0.3 0.29
Pb -1.75970 3.06094 0.68873 -1.6 -0.2 -0.4 0.90
C -1.17646 -1.86912 0.03616 -1.7 1.0 1.2 -0.09
C -0.32414 -1.69723 1.23879 0.8 0.0 0.1 -0.57
C 0.76612 -0.57923 1.61129 -0.1 -0.4 0.1 -0.39
C 1.02120 0.56464 0.63518 0.6 -0.4 0.4 -0.41
C 2.18061 0.17381 -0.38318 -1.4 0.1 0.9 -0.49
C 1.47291 -0.31342 -1.57014 0.6 1.1 -1.4 -0.10
C 0.76773 -1.57129 -1.44964 -1.0 -0.9 0.1 -0.47
C -0.82674 -1.49257 -1.30115 1.9 0.2 -1.7 -0.49
C -1.39322 3.88501 -1.32581 0.5 0.6 0.2 -1.12
H -2.25144 -1.94916 0.25622 0.5 -0.2 -0.1 0.23
H -1.01763 -1.67516 2.09222 0.3 -0.5 -0.2 0.29
H 1.72815 -1.11859 1.82798 -0.8 0.7 -0.1 0.17
H 0.49708 -0.15764 2.58204 -0.3 -0.1 -0.1 0.26
H 0.07864 0.79943 0.10291 0.7 -0.1 0.0 0.23
H 1.27257 1.46825 1.20946 0.1 -0.3 -0.2 0.26
H 2.82931 1.04584 -0.51829 0.0 -0.3 -0.3 0.28
H 1.37648 0.34564 -2.43701 0.0 -0.3 0.2 0.24
H 1.17722 -1.99584 -0.50412 -0.4 -0.2 -0.6 0.15
H 1.00537 -2.31676 -2.23030 -0.1 0.5 0.0 0.25
H -1.21318 -0.48208 -1.54188 0.3 -0.2 0.0 0.26
H -1.24937 -2.13014 -2.09077 -0.2 0.0 0.4 0.26
H -2.25329 3.91115 -1.99707 0.2 0.0 0.3 0.25
H -0.65168 3.15897 -1.67791 0.1 0.2 -0.3 0.19
H -0.92652 4.86612 -1.18867 0.1 -0.2 -0.5 0.23
S -4.09370 2.43230 -0.40514 0.3 -1.4 0.9 -0.28
C -4.70976 3.98788 -0.84896 0.0 1.3 -0.3 -0.19
C -5.13523 4.27099 -2.16867 0.3 0.1 0.5 -0.23
C -5.47132 5.57947 -2.52817 0.1 0.0 0.6 -0.19
C -5.37879 6.60648 -1.57395 0.0 -0.2 0.1 -0.21
C -5.01816 6.31675 -0.25337 -0.2 0.0 -0.2 -0.20
C -4.71899 5.01197 0.12160 0.3 -0.1 -0.6 -0.25
H -5.13653 3.45214 -2.89084 -0.1 0.3 0.1 0.22
H -5.78814 5.81366 -3.54173 0.1 -0.1 0.2 0.23
H -5.59991 7.63974 -1.84479 0.0 -0.3 0.0 0.23
H -4.97641 7.10484 0.49769 0.0 -0.1 -0.2 0.22
H -4.42744 4.77397 1.14647 -0.2 0.1 -0.2 0.21
```
Forces are in eV/Å.

As for the lowest unoccupied orbital energy (spin up / spin down): -6.599 / -6.632 eV. As for the electronic energy: -57001.440 eV. The charge is +2. As for the spin multiplicity: 1.